(1)
{"formula": "C26H22N8O5RuS2", "method": "the ωB97M-V functional and the def2-TZVPD basis", "elements": ["Ru", "C", "C", "C", "O", "C", "O", "O", "H", "H", "H", "H", "H", "H", "H", "N", "C", "C", "C", "C", "C", "C", "S", "O", "O", "N", "C", "N", "C", "C", "C", "N", "H", "H", "H", "H", "H", "H", "H", "H", "H", "S", "N", "C", "C", "C", "C", "C", "N", "C", "C", "N", "C", "C", "C", "C", "C", "N", "H", "H", "H", "H", "H", "H"], "positions_angstrom": [[0.472, -1.046, -0.771], [4.267, -3.261, -1.998], [2.929, -2.689, -2.420], [2.752, -2.545, -3.923], [2.720, -1.422, -1.772], [1.762, -3.668, -1.960], [1.951, -4.857, -2.070], [0.692, -3.053, -1.602], [5.084, -2.738, -2.501], [4.304, -4.318, -2.246], [4.386, -3.146, -0.921], [3.543, -1.918, -4.348], [1.777, -2.099, -4.139], [2.794, -3.521, -4.401], [2.652, -0.736, -2.448], [-2.011, 3.429, 5.306], [-1.358, 2.438, 4.644], [-1.522, 1.095, 5.027], [-0.885, 0.088, 4.339], [-0.058, 0.412, 3.271], [0.124, 1.732, 2.874], [-0.511, 2.741, 3.562], [0.523, -0.861, 2.224], [0.712, -2.096, 2.906], [1.624, -0.381, 1.394], [-0.693, -0.905, 1.084], [-1.399, -2.066, 0.928], [-1.835, -2.793, 1.949], [-2.390, -3.960, 1.662], [-2.527, -4.425, 0.358], [-2.095, -3.574, -0.638], [-1.567, -2.385, -0.363], [-2.613, 3.219, 6.080], [-1.909, 4.387, 5.032], [-2.163, 0.859, 5.867], [-1.015, -0.954, 4.607], [0.776, 1.943, 2.036], [-0.365, 3.776, 3.276], [-2.726, -4.538, 2.515], [-2.953, -5.390, 0.134], [-2.171, -3.842, -1.685], [-2.004, 6.011, -1.048], [-0.556, 5.449, -0.628], [-0.535, 4.165, -0.928], [0.577, 3.266, -0.733], [1.791, 3.626, -0.137], [2.778, 2.674, -0.004], [2.539, 1.381, -0.463], [1.393, 1.034, -1.036], [0.413, 1.947, -1.159], [-0.833, 1.477, -1.740], [-0.885, 0.179, -2.092], [-2.012, -0.315, -2.586], [-3.158, 0.459, -2.743], [-3.124, 1.788, -2.384], [-1.931, 2.328, -1.894], [-1.760, 3.706, -1.503], [-2.661, 4.661, -1.623], [1.925, 4.643, 0.208], [3.729, 2.909, 0.452], [3.282, 0.601, -0.359], [-1.993, -1.357, -2.873], [-4.058, 0.009, -3.135], [-3.997, 2.424, -2.462]], "forces_ev_per_a": [[-0.585, 0.377, -0.968], [0.063, 0.381, -0.072], [-0.736, -1.374, 0.112], [0.198, 0.259, 0.036], [-0.610, 0.742, -0.046], [1.949, 0.727, -0.533], [-0.618, 0.122, 0.170], [-1.202, 0.787, 0.679], [0.002, -0.022, 0.053], [-0.017, -0.021, -0.029], [0.031, -0.066, 0.003], [-0.043, -0.013, -0.010], [0.017, -0.025, -0.055], [0.025, -0.024, 0.030], [0.256, -0.024, -0.099], [-0.003, -0.014, 0.008], [0.051, -0.089, -0.044], [-0.023, 0.064, 0.017], [0.120, -0.077, 0.017], [0.258, -0.241, -0.334], [0.026, -0.041, 0.090], [-0.011, 0.033, -0.005], [-0.241, 0.291, 0.273], [-0.163, 0.040, 0.186], [0.244, -0.089, 0.119], [1.289, 0.653, -1.708], [-1.045, -1.228, -0.195], [0.153, 0.402, 0.305], [-0.012, 0.090, -0.031], [-0.002, 0.154, -0.077], [-0.146, -0.293, -0.136], [0.742, 0.505, 0.379], [-0.003, 0.025, 0.015], [0.005, 0.022, 0.032], [0.002, -0.020, -0.005], [-0.062, 0.034, 0.048], [-0.030, 0.090, 0.022], [0.006, -0.008, -0.004], [-0.035, -0.058, -0.065], [-0.006, -0.001, -0.002], [0.069, -0.021, 0.005], [-0.001, 0.058, 0.004], [0.125, 0.129, 0.102], [-0.481, -0.082, -0.198], [0.203, -0.236, -0.067], [-0.063, -0.071, -0.086], [0.031, 0.074, -0.163], [0.189, 0.075, -0.027], [-0.442, -0.975, 1.215], [0.097, 0.278, 0.022], [-0.245, 0.170, -0.099], [0.343, -1.279, 1.207], [-0.016, -0.086, -0.239], [0.029, 0.102, -0.103], [0.086, 0.011, 0.032], [0.084, -0.362, -0.117], [0.423, 0.231, 0.216], [-0.226, -0.014, -0.035], [0.030, -0.006, 0.020], [-0.003, -0.001, -0.001], [-0.078, -0.021, 0.067], [-0.010, -0.014, 0.134], [0.017, -0.020, -0.007], [-0.006, -0.009, -0.055]], "mulliken_spin": [0.89, 0.00, 0.00, 0.00, 0.02, 0.00, 0.02, 0.12, 0.00, 0.00, 0.00, 0.00, 0.00, 0.00, -0.01, 0.00, 0.00, 0.00, 0.00, 0.00, 0.00, 0.00, 0.00, 0.00, 0.00, -0.05, 0.00, 0.00, 0.00, 0.00, 0.01, 0.04, 0.00, 0.00, 0.00, 0.00, 0.00, 0.00, 0.00, 0.00, 0.00, 0.00, 0.00, 0.00, -0.02, 0.00, 0.00, 0.01, -0.01, -0.02, 0.02, -0.02, 0.00, 0.00, 0.00, 0.01, 0.00, 0.00, 0.00, 0.00, 0.00, 0.00, 0.00, 0.00], "energy_ev": -73723.2028, "relative_energy_kcal_mol": 100.49, "homo_lumo_gap_ha": [0.2237, 0.2345], "s2": 0.785, "spin_multiplicity": 2, "total_charge": 1}

(2)
{"formula": "C26H23AsN6O11ReS", "method": "the ωB97M-V functional and the def2-TZVPD basis", "elements": ["Re", "O", "C", "O", "C", "C", "C", "C", "C", "N", "C", "O", "O", "H", "H", "H", "H", "O", "As", "O", "O", "C", "C", "C", "C", "C", "C", "S", "O", "O", "O", "H", "H", "H", "H", "H", "C", "C", "N", "C", "C", "N", "C", "N", "N", "N", "C", "C", "C", "C", "C", "C", "H", "H", "H", "H", "H", "H", "H", "H", "H", "H", "H", "C", "C", "O", "H", "H", "H"], "positions_angstrom": [[-1.396, -1.224, -0.623], [-4.226, 2.094, -0.562], [-3.690, 1.060, 0.078], [-2.765, 1.161, 0.847], [-4.349, -0.246, -0.152], [-5.692, -0.355, -0.436], [-6.276, -1.615, -0.439], [-5.508, -2.694, -0.067], [-4.155, -2.509, 0.169], [-3.552, -1.325, 0.073], [-3.273, -3.646, 0.676], [-3.836, -4.659, 1.054], [-2.039, -3.363, 0.683], [-3.706, 2.884, -0.343], [-6.261, 0.542, -0.634], [-7.326, -1.729, -0.672], [-5.908, -3.693, 0.034], [1.122, 0.974, 0.053], [1.404, 0.240, -1.539], [2.923, -0.323, -1.428], [0.266, -1.003, -1.725], [1.300, 1.566, -2.942], [2.342, 2.474, -3.053], [2.358, 3.385, -4.097], [1.335, 3.369, -5.037], [0.293, 2.465, -4.928], [0.268, 1.549, -3.880], [-1.863, 1.084, -2.545], [-1.012, 1.558, -1.458], [-0.760, 0.651, -3.776], [-2.426, -0.282, -2.167], [1.871, 1.568, 0.206], [3.148, 2.439, -2.328], [3.177, 4.085, -4.189], [1.356, 4.065, -5.865], [-0.501, 2.428, -5.663], [-1.072, -0.407, 2.817], [0.069, -1.034, 2.107], [0.003, -1.635, 0.923], [1.250, -2.180, 0.677], [2.065, -1.897, 1.713], [1.310, -1.167, 2.611], [1.826, -0.592, 3.843], [3.105, 0.014, 3.647], [4.235, -0.625, 4.044], [5.251, 0.059, 3.715], [4.834, 1.197, 3.060], [5.550, 2.256, 2.501], [4.825, 3.254, 1.891], [3.420, 3.228, 1.857], [2.695, 2.208, 2.435], [3.432, 1.178, 3.013], [-1.988, -0.884, 2.473], [-1.149, 0.656, 2.587], [-0.982, -0.542, 3.893], [1.477, -2.717, -0.223], [3.095, -2.151, 1.890], [1.964, -1.376, 4.588], [1.120, 0.152, 4.210], [6.630, 2.276, 2.551], [5.342, 4.090, 1.439], [2.897, 4.040, 1.369], [1.612, 2.215, 2.447], [-0.479, -3.939, -1.851], [-1.653, -3.030, -1.730], [-2.736, -3.153, -2.223], [-0.677, -4.716, -2.588], [-0.310, -4.387, -0.870], [0.398, -3.362, -2.139]], "forces_ev_per_a": [[-0.977, -3.985, 0.799], [-0.244, 0.013, -0.228], [0.317, 0.148, 0.449], [0.091, 0.094, -0.210], [-0.057, -0.478, -0.088], [0.252, 0.293, 0.027], [-0.060, -0.152, 0.139], [-0.197, 0.031, -0.105], [0.497, -0.156, 0.302], [-0.268, 0.857, -0.451], [-0.827, 0.035, -0.253], [0.173, -0.059, 0.030], [1.057, 1.200, -0.296], [0.029, -0.056, 0.067], [-0.010, -0.007, -0.002], [-0.005, -0.019, -0.020], [0.059, -0.020, 0.026], [-0.446, 0.235, -0.137], [1.795, 0.457, 0.288], [0.266, -0.068, -0.323], [-1.311, 0.257, 0.583], [-0.472, -0.544, 0.084], [0.036, -0.097, 0.093], [-0.011, -0.012, -0.020], [0.104, 0.045, 0.051], [-0.192, -0.304, -0.038], [0.600, 0.438, -0.061], [-0.823, 0.903, -1.204], [-0.120, -0.047, 0.341], [-0.318, -0.076, 0.348], [0.734, -0.093, 0.132], [0.073, -0.194, 0.109], [0.031, 0.012, -0.066], [-0.011, 0.023, -0.007], [-0.026, -0.001, 0.000], [-0.014, 0.045, 0.018], [0.062, 0.123, -0.091], [-0.221, -0.057, 0.107], [0.250, 0.508, -0.417], [0.228, -0.043, 0.205], [0.002, -0.249, -0.134], [-0.087, 0.030, -0.212], [-0.002, -0.203, 0.180], [-0.012, 0.299, -0.109], [-0.133, -0.209, 0.054], [0.340, -0.018, -0.001], [-0.664, 0.009, -0.039], [0.051, -0.019, -0.002], [0.203, 0.000, 0.015], [-0.163, -0.007, 0.042], [-0.155, 0.062, -0.025], [0.470, -0.032, 0.087], [-0.015, 0.028, 0.028], [-0.001, 0.004, 0.020], [-0.037, -0.024, 0.005], [0.012, 0.075, -0.056], [0.031, 0.078, 0.021], [-0.013, 0.078, 0.024], [-0.028, -0.065, -0.032], [0.017, 0.010, -0.032], [0.009, -0.013, -0.021], [-0.026, 0.021, 0.058], [-0.014, -0.018, -0.100], [0.100, -0.242, -0.051], [0.059, 1.406, 0.152], [0.082, -0.230, -0.067], [-0.068, -0.002, 0.042], [0.013, -0.021, -0.009], [-0.013, 0.003, -0.020]], "mulliken_spin": [1.01, 0.00, 0.02, 0.01, 0.00, 0.00, 0.00, 0.00, 0.00, 0.00, 0.00, 0.00, -0.02, 0.00, 0.00, 0.00, 0.00, 0.01, 0.01, 0.00, 0.02, 0.00, 0.00, 0.00, 0.00, 0.00, 0.00, 0.01, 0.00, 0.00, 0.02, 0.00, 0.00, 0.00, 0.00, 0.00, 0.00, 0.01, -0.04, 0.01, 0.00, 0.00, 0.00, 0.00, 0.00, 0.00, 0.00, 0.00, 0.00, 0.00, 0.00, 0.00, 0.00, 0.00, 0.00, 0.00, 0.00, 0.00, 0.00, 0.00, 0.00, 0.00, 0.00, -0.02, -0.03, -0.01, 0.00, 0.00, 0.00], "energy_ev": -132601.1897, "homo_lumo_gap_ha": [0.2638, 0.2593], "s2": 0.761, "spin_multiplicity": 2}